No. 1
C10H16O | ωB97M-V/def2-TZVPD

The geometry in XYZ format:
```
27
Properties=species:S:1:pos:R:3:forces:R:3
C 0.115 -1.816 -0.112 0.9 0.0 -1.5
C -3.390 -0.889 -0.509 1.3 0.2 1.0
C -0.832 -0.868 -0.467 -0.5 -1.3 2.0
H 1.213 0.949 -2.480 -0.6 1.1 -0.3
H 2.992 -1.609 -2.743 0.0 0.3 0.3
C -2.091 -1.023 0.350 -1.9 0.8 -1.0
C 0.695 0.288 -1.820 1.5 -3.0 -0.4
C -0.596 0.185 -1.355 -0.3 0.9 1.3
C 0.749 1.876 2.191 -2.0 1.1 -0.7
C 1.320 -1.920 -0.823 -0.7 0.3 0.8
H 2.798 2.520 2.476 0.6 -0.2 0.4
C 1.582 -0.864 -1.650 0.0 1.7 -0.5
H -3.404 0.085 -0.941 0.1 0.8 -0.7
H -4.204 -0.812 0.217 -0.4 -1.0 -0.5
H 1.995 3.378 1.224 -0.3 0.0 0.2
H 2.493 1.806 0.870 0.2 -0.6 0.2
H 0.067 2.726 2.465 0.7 -0.6 -0.1
H -1.411 0.968 -1.356 1.3 -0.8 -0.6
O 2.799 -0.760 -2.319 -0.3 -0.2 -0.2
C 2.086 2.390 1.686 -0.3 0.4 -0.3
H -0.023 -2.528 0.677 -0.6 -0.2 0.2
H -3.348 -1.632 -1.306 -0.8 -0.1 0.3
H -2.184 -1.994 0.846 0.5 0.2 0.1
H 1.983 -2.762 -0.608 0.1 0.5 -0.3
H -2.227 -0.222 1.074 0.5 0.0 0.5
H 0.192 1.346 1.416 0.1 0.2 -0.5
H 0.630 1.181 2.997 1.0 -0.3 0.8
```
Forces are in eV/Å.

The calculation puts the HOMO energy at -8.41 eV. As for the energy above the lowest of the compared OMol25 structures with the same formula, charge and spin: 46.30 kcal/mol. The HOMO-LUMO gap is 9.270 eV. The net charge is 0. The value obtained for the strongest force on any atom is 0.0662 hartree/bohr. The calculation puts the total energy at -12675.7173 eV.


No. 2
C10H16O | ωB97M-V/def2-TZVPD

The geometry in XYZ format:
```
27
Properties=species:S:1:pos:R:3:forces:R:3
C 0.468 1.609 -1.131 0.0 0.8 -0.8
C 1.438 0.725 -1.691 -3.3 2.7 -1.5
H -2.418 -0.204 1.070 1.2 -1.7 0.7
H 3.824 -0.747 0.668 1.7 -0.8 -0.8
C 1.640 1.334 0.979 -1.4 0.7 1.1
C -1.692 -1.107 1.286 -1.1 2.0 2.8
O 3.078 -0.575 1.193 -1.0 0.3 1.5
H -1.623 1.484 -1.674 0.4 1.5 0.4
H 0.066 2.886 0.600 0.6 -1.2 -0.4
H -2.766 -2.701 2.603 -0.1 1.4 0.7
H -1.150 -0.821 2.325 -0.8 -0.4 -2.6
C -0.749 -1.167 0.115 0.9 -1.1 -0.3
H -0.628 1.458 -2.915 0.5 0.6 -0.8
H 1.476 0.533 -2.768 -0.4 0.2 0.3
C -2.510 -2.364 1.601 -1.7 -1.4 -1.6
C 2.335 0.122 -0.950 0.3 -0.9 1.1
H -0.342 -2.172 -0.126 -0.6 0.2 0.2
H -0.848 3.215 -2.273 0.2 -2.8 0.9
H 1.722 1.644 2.092 0.1 -0.9 -2.1
H -1.067 -0.722 -0.824 -0.5 -0.1 0.1
C 0.656 2.026 0.181 0.7 -0.4 0.5
H 0.129 -0.643 0.399 0.7 0.6 0.1
C -0.709 2.053 -2.012 -0.4 0.3 -0.1
H -3.539 -2.300 1.043 2.0 -0.6 0.8
H -1.970 -3.322 1.378 -0.3 0.9 -0.9
H 2.881 -0.475 -1.600 1.9 -1.8 0.1
C 2.301 0.228 0.430 0.5 1.9 0.6
```
Forces are in eV/Å.

The calculation puts the HOMO energy at -8.49 eV. As for the energy above the lowest of the compared OMol25 structures with the same formula, charge and spin: 71.40 kcal/mol. The HOMO-LUMO gap is 9.349 eV. The net charge is 0. The value obtained for the strongest force on any atom is 0.0885 hartree/bohr. The calculation puts the total energy at -12674.6288 eV.


No. 3
C10H16O | ωB97M-V/def2-TZVPD

The geometry in XYZ format:
```
27
Properties=species:S:1:pos:R:3:forces:R:3
C 1.474 2.726 -0.478 -1.1 -0.2 -0.1
H -0.164 4.040 -0.190 -0.9 0.0 0.2
H 2.749 -4.344 -0.470 0.0 -0.2 -0.2
C -0.970 0.689 -0.517 0.1 0.8 0.6
H 1.763 2.107 -1.324 0.3 0.0 0.0
C -1.949 1.074 2.057 0.9 -0.3 -1.5
H -0.636 0.651 -1.544 0.0 -0.6 -0.1
H 0.766 -2.131 -1.209 0.4 0.2 0.2
H -2.402 1.220 2.986 -0.6 0.1 1.3
H 2.107 3.607 -0.403 -0.1 0.1 -0.2
H -0.334 3.004 -1.648 -0.1 0.5 -0.2
H -1.514 3.134 1.726 0.4 0.0 0.2
H 2.241 -4.066 -2.166 -0.1 -0.2 0.0
C -1.377 2.124 1.362 -0.4 -0.2 -0.3
H 0.203 -3.648 -0.781 0.1 -0.5 0.2
H 1.121 -2.765 0.403 0.2 0.3 0.6
H 3.118 -2.848 -1.287 0.1 0.1 0.0
C 1.075 -3.012 -0.636 -0.8 0.1 -1.3
C -1.968 -0.199 1.481 -0.7 0.5 0.4
C -0.821 1.926 0.096 -0.4 0.7 0.3
C 2.356 -3.618 -1.183 0.2 0.3 0.4
H -1.693 -1.292 -0.370 -0.1 -0.2 0.3
C -0.080 3.038 -0.594 1.8 -0.7 -0.2
C -1.563 -0.363 0.175 0.4 -0.4 -0.9
H 1.600 2.133 0.418 0.3 -0.1 0.2
H -2.538 -2.024 1.845 0.1 -0.3 -0.4
O -2.564 -1.162 2.250 0.0 0.2 0.2
```
Forces are in eV/Å.

The calculation puts the HOMO energy at -8.32 eV. As for the energy above the lowest of the compared OMol25 structures with the same formula, charge and spin: 25.94 kcal/mol. The HOMO-LUMO gap is 9.129 eV. The net charge is 0. The value obtained for the strongest force on any atom is 0.0386 hartree/bohr. The calculation puts the total energy at -12676.6002 eV.


No. 4
C10H16O | ωB97M-V/def2-TZVPD

The geometry in XYZ format:
```
27
Properties=species:S:1:pos:R:3:forces:R:3
H -0.045 1.155 1.161 0.2 -0.4 0.0
C 0.611 0.510 -2.142 1.0 -0.5 0.1
H -2.258 -2.814 -0.925 -2.4 0.7 1.5
H -1.410 -1.161 2.662 1.5 0.0 -0.3
C -0.327 -0.897 2.817 1.1 1.4 2.1
H 0.760 0.739 3.917 -1.1 -0.5 -0.9
H 2.534 1.238 -2.540 -0.5 0.9 0.2
C -0.647 0.550 -1.541 0.4 2.5 0.1
C -0.087 1.627 2.140 1.6 -1.0 -0.3
H -2.458 -0.455 -0.980 1.9 -0.3 -0.1
H 1.847 1.806 -1.003 0.1 0.0 0.1
O -1.493 -2.976 -1.397 2.4 -0.8 -1.7
H -1.021 0.783 4.045 1.1 0.2 -1.4
H 0.793 2.282 2.181 -0.2 -0.2 0.3
H 0.454 -1.058 2.056 -1.0 -0.3 -0.4
H 2.130 -0.675 -3.056 -1.7 -0.6 0.4
C 1.611 1.622 -2.049 -0.1 1.0 -0.8
C -1.351 -0.545 -1.281 -2.8 -2.8 -0.2
H -1.080 1.511 -1.234 0.3 -0.2 -0.2
C -0.824 -1.824 -1.681 -2.6 1.6 2.0
H 0.120 -1.394 3.719 -1.0 -0.3 -0.8
C -0.179 0.617 3.276 0.0 -0.6 1.7
H 1.250 2.618 -2.461 0.6 -1.2 0.2
C 1.080 -0.703 -2.617 0.5 -0.1 0.6
H 0.558 -2.908 -2.816 0.1 2.0 1.3
C 0.339 -1.878 -2.311 2.7 -2.0 -3.5
H -0.909 2.230 2.058 -2.2 1.7 0.1
```
Forces are in eV/Å.

The calculation puts the HOMO energy at -8.43 eV. As for the energy above the lowest of the compared OMol25 structures with the same formula, charge and spin: 52.10 kcal/mol. The HOMO-LUMO gap is 9.292 eV. The net charge is 0. The value obtained for the strongest force on any atom is 0.0942 hartree/bohr. The calculation puts the total energy at -12675.4658 eV.


No. 5
C10H16O | ωB97M-V/def2-TZVPD

The geometry in XYZ format:
```
27
Properties=species:S:1:pos:R:3:forces:R:3
H -0.262 2.653 -0.302 -1.8 -3.4 2.0
H -0.192 -1.806 2.533 0.2 0.2 0.2
C 1.426 1.096 0.115 4.5 1.1 -0.8
H -1.979 1.584 -0.107 3.0 0.6 2.3
H 0.805 0.978 2.319 0.0 0.3 0.6
H 2.352 -1.094 0.775 -3.5 -0.7 -0.8
C -0.787 1.666 0.397 -2.7 3.0 1.6
H 2.412 0.532 0.215 -1.2 1.4 -1.0
C -0.006 0.098 0.461 -2.2 9.7 0.6
H 1.534 2.266 -0.124 -0.2 -3.0 0.8
H -2.776 -0.417 -1.344 -1.1 0.4 1.7
C 1.070 -1.115 0.463 9.7 -9.8 -2.0
C -1.781 -0.482 -1.677 0.9 5.5 -1.3
H -0.461 1.971 1.783 -2.0 0.0 -4.3
H -0.863 -2.333 0.386 -2.3 2.4 0.6
C 0.582 0.383 -1.109 4.2 -0.1 -5.0
H -2.180 -0.630 0.676 1.5 -2.0 0.1
C 0.842 0.174 1.603 -1.9 0.1 1.1
H 1.164 -1.565 -0.749 0.4 0.9 3.5
H -1.786 -1.386 -2.114 0.2 -3.1 -2.4
H -1.792 0.429 -2.475 0.5 -2.4 1.5
O 1.087 0.706 -2.192 -2.0 0.0 1.2
C -0.332 -0.880 1.957 -5.0 1.7 4.9
H 0.614 -1.999 1.112 2.8 1.2 -2.4
C -1.180 -1.215 0.681 -0.9 -2.0 -0.6
H -1.123 -0.153 2.489 1.6 -1.6 -0.3
C -0.528 -0.506 -0.815 -2.6 -0.5 -1.9
```
Forces are in eV/Å.

The calculation puts the HOMO energy at -6.57 eV. As for the energy above the lowest of the compared OMol25 structures with the same formula, charge and spin: 669.47 kcal/mol. The HOMO-LUMO gap is 6.680 eV. The net charge is 0. The value obtained for the strongest force on any atom is 0.2700 hartree/bohr. The calculation puts the total energy at -12648.6939 eV.


No. 6
C10H16O | ωB97M-V/def2-TZVPD

The geometry in XYZ format:
```
27
Properties=species:S:1:pos:R:3:forces:R:3
H 0.691 -2.531 0.527 -0.3 0.4 -0.2
C -3.418 0.297 -1.292 -0.2 -0.2 0.7
H 1.529 -0.907 0.594 -0.4 0.0 -0.1
O 1.721 2.521 1.981 0.0 0.2 0.0
C 1.061 1.827 -0.243 -0.6 -0.1 -0.5
H 1.936 2.184 -0.773 0.1 0.3 0.4
H 2.575 -3.600 -0.297 0.5 -0.2 0.1
H -1.617 -0.358 -2.283 0.1 0.2 -0.1
C -1.015 0.566 -0.453 -0.4 -0.1 0.8
H 0.099 1.142 -2.092 0.7 0.1 0.1
H -0.474 1.500 2.763 0.2 0.1 0.0
H 1.807 -2.129 1.804 -0.1 0.0 0.2
H -3.906 0.009 -2.209 -0.2 0.1 -0.3
H 3.736 -2.364 0.413 -0.1 -0.5 0.1
C -1.221 0.698 0.922 0.6 -0.1 0.0
H 2.198 3.239 1.551 0.0 -0.2 -0.1
C 2.771 -2.556 -0.067 -0.3 0.8 -0.4
H 2.849 -2.017 -1.017 -0.1 -0.2 -0.1
C 0.093 1.188 -1.004 -0.8 -0.4 -0.7
H -4.022 -0.124 -0.481 0.1 0.0 0.0
H -3.477 1.379 -1.154 0.2 0.0 -0.3
C 1.602 -1.981 0.745 0.9 -0.3 0.3
C -0.317 1.404 1.696 -0.3 -0.2 -0.1
C 0.816 1.949 1.112 0.8 0.1 0.5
C -1.984 -0.251 -1.261 0.0 0.2 -0.5
H -1.998 -1.276 -0.900 0.0 -0.1 0.3
H -2.034 0.192 1.421 -0.3 0.0 -0.1
```
Forces are in eV/Å.

The calculation puts the HOMO energy at -8.52 eV. As for the energy above the lowest of the compared OMol25 structures with the same formula, charge and spin: 22.18 kcal/mol. The HOMO-LUMO gap is 9.380 eV. The net charge is 0. The value obtained for the strongest force on any atom is 0.0211 hartree/bohr. The calculation puts the total energy at -12676.7631 eV.


No. 7
C10H16O | ωB97M-V/def2-TZVPD

The geometry in XYZ format:
```
27
Properties=species:S:1:pos:R:3:forces:R:3
C -0.655 -2.085 -1.671 -0.2 -1.0 0.0
C 0.092 -0.821 1.528 0.4 0.3 0.4
O 2.008 -2.158 1.499 -1.5 0.0 0.6
H -0.940 -2.930 -3.606 0.1 -0.5 -0.5
C -1.874 3.148 1.000 0.5 0.3 -0.7
C 1.486 1.327 0.526 -0.3 0.2 -0.8
H -0.454 2.967 -0.641 -0.1 -0.4 0.0
H -1.571 -2.488 -1.231 0.0 0.2 0.2
H -0.878 -1.073 -2.000 0.2 0.1 -0.2
C -0.464 2.839 0.446 -0.6 0.5 0.0
H 2.022 2.155 0.069 0.1 0.0 0.2
H -2.136 2.429 1.758 -0.2 0.1 0.5
C -0.560 0.366 1.213 -0.5 0.8 1.1
H -1.612 0.501 1.447 0.0 -0.4 -0.1
H 2.908 -2.158 1.255 1.7 0.1 -0.4
C 1.443 -0.938 1.255 -0.4 -0.2 -1.0
H -1.867 4.169 1.371 -0.2 -0.1 0.4
H 0.794 -2.826 -3.077 -0.2 0.1 -0.5
C 2.109 0.099 0.589 -1.0 -0.1 1.9
H 0.098 -2.051 -0.888 0.0 0.1 0.0
H -0.355 -1.623 2.098 -0.4 -0.1 -0.3
H 3.139 -0.002 0.421 1.3 -0.1 -0.6
C -0.235 -3.063 -2.798 0.5 1.3 1.1
C 0.127 1.511 0.835 1.0 -0.7 -1.3
H -0.183 -4.065 -2.391 -0.4 -0.3 -0.2
H -2.663 3.135 0.247 0.1 -0.3 -0.1
H 0.220 3.636 0.748 0.1 -0.1 0.3
```
Forces are in eV/Å.

The calculation puts the HOMO energy at -8.33 eV. As for the energy above the lowest of the compared OMol25 structures with the same formula, charge and spin: 29.51 kcal/mol. The HOMO-LUMO gap is 9.153 eV. The net charge is 0. The value obtained for the strongest force on any atom is 0.0413 hartree/bohr. The calculation puts the total energy at -12676.4454 eV.


No. 8
C10H16O | ωB97M-V/def2-TZVPD

The geometry in XYZ format:
```
27
Properties=species:S:1:pos:R:3:forces:R:3
H 0.096 2.975 -0.760 0.2 0.2 0.2
H -2.589 0.163 3.727 0.1 0.6 -0.1
C -0.568 -0.201 -1.761 0.3 -0.5 0.5
O 2.597 2.355 -0.927 -0.2 -0.3 -0.2
H -1.413 -2.023 -2.509 -0.1 -0.2 0.2
H 2.832 -0.115 -1.873 0.5 -0.2 -0.1
H -0.728 -2.798 2.430 0.1 0.0 -0.1
C -2.162 -0.711 3.265 0.4 -1.1 -0.3
H -0.997 -3.117 4.095 0.0 0.0 0.4
H 0.652 -2.762 3.506 -0.1 0.1 0.2
H -2.208 -1.498 -0.973 0.5 -0.1 0.2
C -1.710 -1.180 -1.889 -0.6 1.0 -1.2
H -0.630 -0.816 4.713 0.3 0.1 0.0
H 0.912 -1.624 -2.342 0.1 0.0 0.1
H -2.502 -0.654 -2.446 0.0 -0.3 0.0
C 0.743 -0.616 -1.977 -0.1 -0.4 0.0
C 0.287 1.960 -1.057 -0.6 -0.4 -0.6
H -2.288 -0.717 2.178 -0.1 0.3 0.1
C 1.824 0.203 -1.710 -0.8 0.6 0.0
C -0.694 -1.023 3.640 -1.3 0.3 0.9
C -0.769 1.104 -1.339 -0.2 0.0 0.2
H 3.430 1.878 -1.001 0.0 0.1 0.0
C -0.405 -2.498 3.433 0.2 0.0 -1.1
H -2.753 -1.551 3.626 -0.3 -0.1 0.1
H -0.040 -0.323 3.137 0.4 -0.1 -0.2
H -1.790 1.435 -1.200 0.0 0.2 0.1
C 1.568 1.492 -1.255 1.0 0.4 0.5
```
Forces are in eV/Å.

The calculation puts the HOMO energy at -8.41 eV. As for the energy above the lowest of the compared OMol25 structures with the same formula, charge and spin: 20.69 kcal/mol. The HOMO-LUMO gap is 9.257 eV. The net charge is 0. The value obtained for the strongest force on any atom is 0.0314 hartree/bohr. The calculation puts the total energy at -12676.8279 eV.